51
Properties=species:S:1:pos:R:3:forces:R:3 method="wB97M-V/def2-TZVPD" max_force_ev_per_a=17.4 total_charge=0 relative_energy_kcal_mol=429.1 multiplicity=1 homo_lumo_gap_ev=8.1 lumo_ev=0.12 homo_ev=-7.95
O -0.29536 2.31692 1.57130 0.99 1.92 -0.80
C -0.21053 1.11698 1.69882 -2.86 3.16 1.13
N -1.17700 0.34697 1.33103 -6.41 -7.08 -2.49
C -2.46408 0.47235 0.62243 -2.22 0.47 -2.82
C -3.32078 -0.76202 0.24688 2.96 7.80 1.41
C -4.59563 -0.50813 -0.23324 1.13 -0.16 0.42
C -5.01666 0.72815 -0.54053 -0.05 8.35 -4.75
C -4.10422 1.95350 -0.59538 -2.00 -0.72 2.16
C -2.93876 1.79308 0.09857 2.69 -1.91 1.50
H -2.20147 2.56475 0.36147 -0.71 0.07 -0.51
H -4.44960 3.10433 -0.80285 0.53 -3.50 0.04
O -6.22624 1.17691 -1.44694 2.58 -4.47 2.54
C -7.00267 -0.17729 -1.34190 -5.28 12.93 4.23
C -6.28602 -1.22950 -1.46003 3.25 -12.91 -2.85
H -7.00258 -2.17943 -1.55630 1.01 1.81 0.78
O -5.37727 -1.56436 -0.40081 -1.65 -0.73 -0.92
H -5.82086 -1.44884 -2.44631 0.49 0.98 0.45
H -7.85262 0.12889 -1.87826 -1.03 -0.96 -1.49
H -7.35003 0.08971 -0.28165 0.10 -1.54 -0.96
H -3.10332 -1.52987 0.84180 0.73 -3.87 1.53
H -1.24864 -0.72228 1.52688 1.76 2.42 0.21
C 0.67142 0.53706 2.62264 7.03 1.90 -4.64
H 0.38158 -0.02603 3.35982 -1.86 -3.94 3.43
H 1.40747 1.26482 3.00035 -0.35 -0.27 -0.43
O 1.57514 -0.23331 1.38743 -2.76 -2.83 4.55
C 1.25466 -1.63000 1.41506 -6.53 0.26 0.99
O 0.17249 -2.30878 1.88875 6.08 4.84 -1.77
C 2.17589 -2.25813 0.51102 -10.70 -11.00 3.84
N 3.19363 -1.67860 0.24000 13.23 8.42 -7.59
C 3.34348 -1.11646 -1.03939 -2.84 0.63 -5.38
O 2.52113 -1.26484 -2.02163 1.62 -0.86 3.92
C 4.40552 -0.10986 -1.45374 1.63 -2.56 13.85
C 4.27271 1.19796 -0.42971 1.30 -6.78 -0.98
C 5.31659 2.05136 -0.76049 0.91 6.36 -1.46
C 6.68324 1.50128 -0.49488 -1.93 7.89 5.26
C 6.94949 0.52812 -1.32705 -1.32 -9.83 1.81
C 5.84304 -0.69554 -1.24868 -1.09 6.92 9.17
H 5.89978 -1.01139 0.22780 -0.04 0.50 -4.07
H 5.92951 -1.53273 -1.70017 1.43 -5.60 -3.33
H 7.77254 0.01286 -1.07748 3.53 -1.77 0.83
H 6.94939 0.53242 -2.25779 0.35 2.01 -8.68
H 7.35337 2.37344 -0.48701 0.30 -0.30 -0.56
H 6.71704 1.25199 0.58489 -0.09 -0.54 -0.43
H 5.15347 2.91321 -0.07371 0.46 0.07 -0.46
H 5.15913 2.56843 -1.84901 0.67 -1.46 2.26
H 4.43513 0.81856 0.59478 -0.45 0.06 -0.27
H 3.34341 1.48612 -0.60230 -4.16 1.92 -0.27
H 4.50938 0.07315 -2.33886 -0.86 2.49 -10.16
H 3.88602 -1.16877 0.74975 -0.11 -0.53 1.62
H 2.31509 -3.26327 1.11946 0.05 1.03 -1.07
H 1.62900 -2.66368 -0.41644 0.50 0.87 1.17